[1]
{
  "formula": "C20H29N2Sc",
  "method": "ωB97M-V with the def2-TZVPD basis set",
  "charge": 2,
  "fmax_ev_per_a": 3.81,
  "e_tot_ev": -44874.7093,
  "lumo_energy_ev": [-10.3, -10.3],
  "species": ["C", "H", "H", "H", "C", "H", "H", "C", "H", "H", "H", "C", "C", "C", "C", "C", "C", "C", "C", "C", "C", "Sc", "H", "H", "H", "H", "H", "H", "H", "H", "H", "H", "H", "H", "H", "H", "H", "N", "C", "N", "C", "C", "C", "C", "C", "C", "H", "H", "H", "H", "H", "H"],
  "positions_angstrom": [[1.608283, -2.251497, -0.031928], [1.187789, -3.170091, -0.478897], [2.659686, -2.141954, -0.307022], [-2.276117, 0.429855, -1.682805], [1.406425, -2.251343, 1.471582], [1.806507, -1.326195, 1.912965], [0.327697, -2.237433, 1.703635], [2.033867, -3.448854, 2.212916], [1.836838, -3.372355, 3.286675], [1.617020, -4.395671, 1.856697], [3.117726, -3.474946, 2.062761], [-0.148536, 1.641518, -0.518839], [0.824117, 1.183610, 0.425051], [1.965596, 0.731711, -0.312472], [1.642338, 0.773316, -1.705269], [0.347326, 1.372537, -1.837132], [-0.302844, 1.730124, -3.126518], [2.504451, 0.297077, -2.820195], [3.313420, 0.430664, 0.242308], [0.726106, 1.390761, 1.894279], [-1.369965, 2.413174, -0.164917], [0.085111, -0.815118, -0.763023], [1.906908, 0.098297, -3.718536], [3.270669, 1.040715, -3.088045], [3.028977, -0.630056, -2.548632], [-0.161858, 0.934533, -3.871973], [-1.380193, 1.894703, -3.000410], [0.122429, 2.654772, -3.550657], [-1.869625, 1.989768, 0.717398], [-1.118592, 3.459917, 0.075745], [-2.092868, 2.434030, -0.990241], [1.513135, 0.850218, 2.433441], [0.823597, 2.460369, 2.142832], [-0.245919, 1.050689, 2.280170], [3.787913, -0.412667, -0.272262], [3.984580, 1.297871, 0.121191], [3.275648, 0.202532, 1.313279], [-3.982238, -0.473439, -0.784099], [-2.647624, -0.562827, -1.330825], [-1.869998, -1.012672, -0.176925], [-2.663630, -1.033138, 0.934656], [-2.332552, -1.239753, 2.286880], [-3.369796, -1.188344, 3.222560], [-4.695984, -0.932601, 2.822341], [-5.022640, -0.666676, 1.490015], [-3.990861, -0.718526, 0.550706], [-4.776350, -0.162818, -1.331467], [-2.610775, -1.268750, -2.175548], [-1.284438, -1.420472, 2.536716], [-3.150480, -1.351862, 4.279247], [-5.481653, -0.940823, 3.576926], [-6.033259, -0.437866, 1.151458]],
  "forces_ev_per_angstrom": [[-0.36, 0.61, -0.49], [0.15, -0.13, -0.03], [-0.22, -0.23, -0.04], [-0.40, -0.53, 0.27], [0.17, 0.13, 0.28], [-0.04, -0.20, -0.15], [-0.07, -0.11, 0.04], [-0.20, 0.04, -0.01], [0.07, -0.05, -0.11], [0.07, 0.12, 0.01], [-0.19, 0.05, -0.02], [0.38, -0.50, -0.34], [0.49, 0.14, -0.98], [-0.57, -0.08, 0.19], [-0.61, 0.50, 0.51], [0.30, -0.38, 0.77], [-0.22, 0.00, -0.45], [0.24, -0.19, -0.28], [0.41, -0.14, 0.13], [0.03, 0.05, 0.50], [-0.33, 0.04, 0.08], [3.80, -0.22, 0.12], [0.23, 0.07, 0.10], [-0.21, -0.18, 0.06], [-0.06, 0.25, -0.08], [-0.08, 0.28, 0.03], [0.16, 0.07, -0.16], [-0.17, -0.31, 0.14], [0.05, 0.15, -0.05], [-0.13, -0.33, -0.10], [0.09, 0.15, 0.13], [-0.23, 0.18, -0.09], [-0.05, -0.34, -0.04], [0.18, 0.13, 0.04], [-0.04, 0.22, 0.12], [-0.29, -0.23, 0.02], [0.05, 0.03, -0.24], [-0.41, 0.07, 1.19], [-0.73, -0.13, 0.96], [-2.28, 0.64, 2.13], [2.20, 0.03, -2.52], [-0.40, -0.20, 1.62], [2.66, -0.38, -0.73], [-1.40, 0.46, -1.75], [-0.65, -0.17, 0.96], [-1.10, 0.70, -2.04], [-0.07, -0.09, 0.11], [0.01, -0.05, 0.17], [-0.50, 0.00, 0.21], [-0.04, 0.06, -0.35], [0.13, 0.09, -0.22], [0.20, -0.09, 0.35]]
}

---

[2]
{
  "formula": "C20H29N3O2",
  "method": "ωB97M-V with the def2-TZVPD basis set",
  "charge": 0,
  "fmax_ev_per_a": 0.63,
  "e_tot_ev": -29777.4130,
  "smiles": "CN(CCNC(=O)[C@H]1CC(=O)N(C2CCCC2)C1)Cc1ccccc1",
  "lumo_energy_ev": 0.7,
  "species": ["C", "N", "C", "C", "N", "C", "O", "C", "C", "C", "O", "N", "C", "C", "C", "C", "C", "C", "C", "C", "C", "C", "C", "C", "C", "H", "H", "H", "H", "H", "H", "H", "H", "H", "H", "H", "H", "H", "H", "H", "H", "H", "H", "H", "H", "H", "H", "H", "H", "H", "H", "H", "H", "H"],
  "positions_angstrom": [[-5.156198, -1.717894, -0.936683], [-4.126901, -0.889546, -0.341967], [-3.481520, -1.552521, 0.782108], [-2.436657, -2.566043, 0.312556], [-1.383284, -1.899869, -0.416732], [-0.106202, -1.882839, 0.013580], [0.290655, -2.542222, 0.951787], [0.797671, -0.965431, -0.810943], [0.366993, 0.500672, -0.687425], [1.656003, 1.279709, -0.468212], [1.763954, 2.487303, -0.461199], [2.654542, 0.398662, -0.272830], [4.002844, 0.821533, 0.029547], [4.528798, 0.236869, 1.354195], [5.470725, -0.891825, 0.944662], [6.144759, -0.334485, -0.306130], [5.015695, 0.381445, -1.051810], [2.244914, -0.986225, -0.299103], [-4.657103, 0.419316, 0.040482], [-3.548061, 1.425711, 0.191580], [-3.096975, 1.829442, 1.440968], [-2.062166, 2.743655, 1.555207], [-1.474052, 3.274886, 0.420849], [-1.926326, 2.886546, -0.829613], [-2.949487, 1.962871, -0.942298], [-4.728433, -2.670559, -1.241575], [-5.548139, -1.221682, -1.823424], [-5.990955, -1.916548, -0.246329], [-2.966504, -0.792537, 1.373541], [-4.215043, -2.059439, 1.431882], [-2.892084, -3.330672, -0.323917], [-1.974154, -3.055263, 1.172426], [-1.695567, -1.245357, -1.117816], [0.752265, -1.289390, -1.854073], [-0.155216, 0.879467, -1.564090], [-0.275382, 0.667714, 0.179901], [3.937253, 1.912170, 0.084176], [3.717328, -0.096190, 1.998443], [5.089133, 1.005578, 1.887013], [6.185650, -1.139787, 1.727704], [4.904439, -1.790996, 0.699560], [6.612677, -1.109227, -0.911862], [6.913460, 0.383459, -0.016632], [5.381941, 1.233245, -1.621846], [4.531495, -0.298623, -1.752612], [2.899413, -1.575588, -0.945989], [2.266030, -1.428264, 0.704832], [-5.323242, 0.749457, -0.760739], [-5.248259, 0.357958, 0.969845], [-3.563806, 1.434343, 2.333358], [-1.717367, 3.042576, 2.534308], [-0.659396, 3.976560, 0.504101], [-1.471825, 3.304562, -1.715396], [-3.298316, 1.653304, -1.917383]],
  "forces_ev_per_angstrom": [[0.00, -0.01, -0.02], [0.00, 0.06, 0.01], [0.22, -0.24, -0.07], [-0.17, 0.04, 0.21], [-0.43, 0.00, -0.12], [0.25, 0.17, -0.55], [0.13, -0.17, 0.36], [0.07, -0.04, 0.28], [0.09, 0.08, -0.07], [-0.40, -0.10, -0.19], [-0.06, 0.50, 0.02], [0.08, -0.15, -0.10], [0.06, 0.34, 0.06], [-0.03, -0.12, -0.03], [0.13, 0.12, 0.09], [-0.02, -0.11, -0.05], [0.09, 0.05, 0.02], [0.03, -0.36, 0.21], [0.12, -0.02, -0.07], [-0.10, 0.04, 0.12], [-0.09, -0.03, -0.05], [0.09, 0.08, 0.07], [0.04, 0.06, 0.05], [-0.05, 0.04, -0.08], [-0.01, 0.04, 0.04], [-0.07, -0.07, -0.04], [-0.05, -0.04, -0.04], [-0.01, -0.02, 0.01], [-0.02, -0.09, 0.03], [-0.01, 0.08, 0.00], [0.01, -0.02, 0.13], [-0.10, -0.01, -0.13], [0.12, 0.07, 0.00], [0.01, 0.02, 0.07], [0.01, 0.04, 0.07], [-0.05, 0.05, -0.02], [0.02, -0.19, -0.01], [-0.04, 0.06, 0.09], [0.00, 0.03, 0.04], [-0.01, -0.11, 0.03], [-0.03, -0.09, 0.00], [0.10, 0.02, -0.02], [0.08, 0.00, 0.01], [-0.06, 0.01, -0.08], [-0.03, -0.01, -0.05], [-0.02, -0.01, 0.03], [0.06, 0.00, -0.18], [-0.03, -0.03, 0.08], [-0.02, 0.01, -0.07], [-0.05, -0.06, 0.06], [0.04, 0.03, 0.07], [0.10, 0.05, 0.01], [0.06, 0.02, -0.09], [-0.04, -0.03, -0.13]]
}

---

Which formula does entry 1 have?
C20H29N2Sc